(1)
{
  "formula": "C5H7BrNOS",
  "method": "the ωB97M-V functional and the def2-TZVPD basis",
  "elements": ["C", "N", "C", "C", "Br", "S", "C", "C", "O", "H", "H", "H", "H", "H", "H", "H"],
  "xyz": [[-2.00951, 0.88041, 0.79460], [-0.87101, 1.03370, -0.08290], [0.04150, 0.68053, -0.71096], [1.05995, 0.26987, -1.57966], [2.80829, 0.74154, -0.80096], [0.72607, -1.52448, -1.93760], [1.10713, -2.32217, -0.37205], [0.12458, -2.35328, 0.55514], [-1.17110, -1.83808, 0.40074], [-2.21251, -0.13786, 0.99926], [-1.96947, 1.51337, 1.64447], [-2.93156, 1.42489, 0.19344], [0.88312, 0.94297, -2.60155], [2.11096, -2.73393, -0.18324], [0.39113, -2.62217, 1.57638], [-1.22544, -1.56244, -0.59799]],
  "forces_ev_per_angstrom": [[-2.992, 3.141, -2.840], [1.635, -1.402, -0.247], [-2.715, 1.413, 1.885], [0.967, 1.137, -2.790], [-0.699, -0.253, -0.364], [0.473, -0.085, 0.203], [-0.640, 0.565, -0.060], [-0.448, 1.202, -0.284], [2.121, -0.528, -2.064], [0.050, -0.846, 0.117], [0.746, 0.352, 0.903], [2.152, -1.728, 1.307], [0.618, -1.979, 2.411], [-0.691, 0.368, -0.184], [-0.615, -0.398, -0.189], [0.039, -0.959, 2.195]],
  "molar_mass_da": 209.09,
  "total_charge": 1,
  "orbital_gap_ev": 9.225,
  "homo_energy_ha": -0.504
}

=====

(2)
{
  "formula": "C5H7BrO",
  "method": "the ωB97M-V functional and the def2-TZVPD basis",
  "elements": ["O", "C", "C", "Br", "H", "C", "C", "C", "H", "H", "H", "H", "H", "H"],
  "xyz": [[0.60445, 3.74852, 0.94863], [1.47282, 3.03533, 0.61098], [2.52481, 2.30884, 0.47242], [3.52288, 2.16178, -1.18704], [2.84928, 1.42996, 1.07055], [0.17812, -1.62353, 0.23977], [-0.39148, -0.42700, 0.26713], [-0.96620, 0.52861, -0.71686], [0.57126, -2.15613, 1.05236], [0.22674, -2.19446, -0.69010], [-0.47812, 0.08263, 1.35276], [-1.92962, 1.09233, -0.38164], [-1.33367, -0.00999, -1.54483], [-0.34157, 1.31052, -1.02064]],
  "forces_ev_per_angstrom": [[0.828, -0.893, -0.936], [-1.751, 1.683, 1.616], [2.381, -2.499, -1.151], [-0.585, 0.473, 0.469], [-0.908, 1.203, -0.002], [-0.842, 0.328, -2.358], [-0.067, 2.059, 4.334], [-2.882, -0.324, 0.743], [0.290, -0.205, 1.333], [0.071, 0.259, -0.044], [0.497, -1.325, -2.159], [1.663, -1.149, 0.145], [-0.082, -0.545, -1.524], [1.386, 0.936, -0.466]],
  "molar_mass_da": 163.01,
  "orbital_gap_ev": 8.826,
  "homo_energy_ha": -0.342
}

=====

(3)
{
  "formula": "C5H7Cl",
  "method": "the ωB97M-V functional and the def2-TZVPD basis",
  "elements": ["C", "C", "C", "C", "C", "Cl", "H", "H", "H", "H", "H", "H", "H"],
  "xyz": [[-3.18711, -0.28771, -0.22555], [-1.78818, -0.19042, 0.12987], [-0.61886, -0.05383, 0.48885], [0.72410, 0.36481, 0.55037], [0.93551, 1.64874, -0.30049], [1.79292, -0.87178, -0.17718], [-3.55564, 0.47807, -0.97994], [-3.36035, -1.20897, -0.68445], [-3.72898, 0.06428, 0.66346], [0.98074, 0.56927, 1.59359], [1.90152, 1.65185, -0.74241], [0.75397, 2.53948, 0.36377], [0.13628, 1.83671, -1.06022]],
  "forces_ev_per_angstrom": [[-0.251, 3.008, -0.017], [3.254, 0.717, 0.739], [-4.703, -0.645, -1.471], [1.065, 1.258, -0.412], [-2.140, 1.415, 1.018], [0.344, -0.566, 0.302], [1.061, -0.648, 0.543], [-0.946, -1.707, -0.007], [-0.447, -1.153, -0.124], [0.569, -0.318, -0.237], [0.751, 0.248, -0.241], [0.675, -0.733, -0.411], [0.768, -0.875, 0.318]],
  "molar_mass_da": 102.56,
  "orbital_gap_ev": 10.416,
  "homo_energy_ha": -0.349
}

=====

(4)
{
  "formula": "C5H7Cl3O",
  "method": "the ωB97M-V functional and the def2-TZVPD basis",
  "elements": ["C", "C", "C", "Cl", "C", "Cl", "Cl", "C", "O", "H", "H", "H", "H", "H", "H", "H"],
  "xyz": [[2.25934, -0.64428, 0.40903], [0.82997, 0.07984, 0.36089], [-0.26743, -0.61720, -0.39954], [-0.44025, -2.29862, 0.13126], [-1.69927, -0.01291, -0.19224], [-2.76738, -0.81181, -1.28612], [-2.18090, -0.17677, 1.56774], [-1.72576, 1.51482, -0.44887], [-0.79566, 2.21462, -0.70808], [2.85312, -0.30923, 1.28763], [2.10798, -1.64896, 0.29911], [2.87577, -0.29670, -0.42399], [1.23251, 0.91475, -0.23040], [0.43178, 0.44333, 1.30873], [0.00717, -0.45926, -1.47810], [-2.72101, 2.10839, -0.19703]],
  "forces_ev_per_angstrom": [[-0.604, 2.867, 0.593], [2.393, 0.734, -0.156], [-0.038, 0.913, -0.533], [0.518, -0.651, -0.464], [1.649, 0.718, 0.598], [-0.970, -0.063, -0.320], [-0.102, 0.251, -0.978], [-2.014, 1.911, 1.267], [0.526, -0.643, -0.542], [-0.709, -0.686, -0.248], [0.175, -2.768, 0.309], [-0.303, -0.090, -0.208], [-1.440, 0.416, 0.318], [0.496, -0.188, 0.154], [-0.684, -0.973, 0.734], [1.108, -1.750, -0.525]],
  "molar_mass_da": 189.47,
  "orbital_gap_ev": 10.621,
  "homo_energy_ha": -0.379
}

=====

(5)
{
  "formula": "C5H7ClN2",
  "method": "the ωB97M-V functional and the def2-TZVPD basis",
  "elements": ["C", "C", "C", "C", "C", "N", "N", "Cl", "H", "H", "H", "H", "H", "H", "H"],
  "xyz": [[-2.54747, -0.93082, -0.15812], [-1.57472, -0.03058, -0.58737], [-0.78351, -1.76019, 0.40330], [1.37284, 0.81465, 0.42583], [0.89370, -0.21276, -0.54592], [-2.07810, -1.97636, 0.47053], [-0.36001, -0.70652, -0.21676], [1.98824, -1.66911, -0.78775], [-3.65851, -0.84334, -0.28823], [-1.55727, 0.61330, -1.47007], [-0.20130, -2.55856, 0.89019], [0.63897, 1.51412, 0.36456], [1.44281, 0.53055, 1.41003], [2.34010, 1.31866, 0.00052], [0.83614, 0.36749, -1.62353]],
  "forces_ev_per_angstrom": [[-2.991, 3.009, -1.685], [0.272, -1.422, -0.653], [1.150, -5.008, 2.883], [3.615, 0.185, -3.000], [1.913, 0.744, -3.011], [1.090, -0.375, 0.592], [-3.459, 2.043, -1.309], [-0.120, 0.940, 0.134], [1.296, 0.223, -0.045], [-0.114, 0.132, 0.752], [0.537, 1.004, -0.523], [-2.140, 2.438, -0.006], [0.518, -1.044, 2.219], [-1.620, -1.063, 1.100], [0.053, -1.805, 2.553]],
  "molar_mass_da": 130.58,
  "orbital_gap_ev": 9.683,
  "homo_energy_ha": -0.329
}

=====

(6)
{
  "formula": "C5H7ClN2O2",
  "method": "the ωB97M-V functional and the def2-TZVPD basis",
  "elements": ["C", "C", "C", "N", "C", "Cl", "C", "N", "O", "O", "H", "H", "H", "H", "H", "H", "H"],
  "xyz": [[-3.28393, 0.42823, 0.41779], [-1.90316, 0.61016, 0.00272], [-1.00380, -0.40048, 0.00533], [0.25059, -0.09937, -0.35096], [1.24446, -0.85580, -0.29453], [1.28447, -2.56373, 0.40538], [2.70229, -0.40054, -0.67831], [2.86297, 0.84398, 0.10133], [2.85614, 0.57783, 1.28556], [2.94409, 1.92876, -0.43900], [-3.59009, 0.65993, 1.47098], [-3.94153, 1.11971, -0.20589], [-3.46482, -0.65737, 0.42144], [-1.73661, 1.55112, -0.33908], [-1.43877, -1.40350, 0.09666], [3.36229, -1.17485, -0.17105], [2.85541, -0.16406, -1.72837]],
  "forces_ev_per_angstrom": [[-2.033, -0.057, 0.575], [0.158, -2.623, 1.297], [-3.340, 0.999, -0.199], [2.923, -0.848, -0.682], [0.863, -0.355, -0.199], [-0.377, 1.178, -0.594], [-1.037, -1.339, 0.799], [0.168, -0.258, 0.219], [0.251, 1.305, 0.634], [0.019, -0.622, 0.441], [0.898, 0.375, -0.607], [0.410, -1.508, 0.547], [-0.775, 0.307, -0.656], [1.515, 2.652, -0.762], [0.871, -0.021, 0.432], [-0.476, 1.230, -1.247], [-0.036, -0.413, 0.000]],
  "molar_mass_da": 162.58,
  "orbital_gap_ev": 9.072,
  "homo_energy_ha": -0.336
}

=====

Please write out number 2 again, unchanged.
{
  "formula": "C5H7BrO",
  "method": "the ωB97M-V functional and the def2-TZVPD basis",
  "elements": ["O", "C", "C", "Br", "H", "C", "C", "C", "H", "H", "H", "H", "H", "H"],
  "xyz": [[0.60445, 3.74852, 0.94863], [1.47282, 3.03533, 0.61098], [2.52481, 2.30884, 0.47242], [3.52288, 2.16178, -1.18704], [2.84928, 1.42996, 1.07055], [0.17812, -1.62353, 0.23977], [-0.39148, -0.42700, 0.26713], [-0.96620, 0.52861, -0.71686], [0.57126, -2.15613, 1.05236], [0.22674, -2.19446, -0.69010], [-0.47812, 0.08263, 1.35276], [-1.92962, 1.09233, -0.38164], [-1.33367, -0.00999, -1.54483], [-0.34157, 1.31052, -1.02064]],
  "forces_ev_per_angstrom": [[0.828, -0.893, -0.936], [-1.751, 1.683, 1.616], [2.381, -2.499, -1.151], [-0.585, 0.473, 0.469], [-0.908, 1.203, -0.002], [-0.842, 0.328, -2.358], [-0.067, 2.059, 4.334], [-2.882, -0.324, 0.743], [0.290, -0.205, 1.333], [0.071, 0.259, -0.044], [0.497, -1.325, -2.159], [1.663, -1.149, 0.145], [-0.082, -0.545, -1.524], [1.386, 0.936, -0.466]],
  "molar_mass_da": 163.01,
  "orbital_gap_ev": 8.826,
  "homo_energy_ha": -0.342
}